# C6H7N

One molecule with the formula C6H7N (wB97M-V/def2-TZVPD, the Open Molecules 2025 dataset).

HOMO-LUMO gap = 11.101 eV
lowest unoccupied orbital energy = 0.7 eV
energy above the lowest of the compared OMol25 structures with the same formula, charge and spin = 237.6 kJ/mol

```
14
C6H7N (wB97M-V/def2-TZVPD)
N 1.342 1.479 2.564
C -0.447 0.864 0.755
C 0.535 1.243 1.772
C 0.087 -0.310 -0.114
C -1.941 -1.903 -0.658
C -1.049 -1.091 -0.630
C 1.215 0.166 -1.036
H 0.988 1.104 -1.553
H -2.783 -2.536 -0.795
H -0.664 1.741 0.131
H 0.539 -1.100 0.500
H -1.387 0.598 1.244
H 2.093 0.340 -0.403
H 1.471 -0.594 -1.776
```


# C6H7N

One molecule with the formula C6H7N (wB97M-V/def2-TZVPD, the Open Molecules 2025 dataset).

HOMO-LUMO gap = 10.354 eV
lowest unoccupied orbital energy = 0.8 eV
energy above the lowest of the compared OMol25 structures with the same formula, charge and spin = 206.2 kJ/mol

```
14
C6H7N (wB97M-V/def2-TZVPD)
N -0.412 3.368 -0.314
C -1.276 -0.495 -0.012
C 1.116 0.235 -0.167
C -0.237 0.792 0.312
C -0.398 2.223 -0.104
C -0.326 -1.657 -0.080
C 0.941 -1.256 -0.098
H -1.493 0.116 -0.853
H 1.393 0.543 -1.187
H -2.070 -0.666 0.731
H -0.324 0.832 1.381
H 1.788 -1.927 -0.106
H 1.915 0.599 0.473
H -0.616 -2.708 0.022
```


# C6H7N

One molecule with the formula C6H7N (wB97M-V/def2-TZVPD, the Open Molecules 2025 dataset).

HOMO-LUMO gap = 11.027 eV
lowest unoccupied orbital energy = 0.6 eV
energy above the lowest of the compared OMol25 structures with the same formula, charge and spin = 393.4 kJ/mol

```
14
C6H7N (wB97M-V/def2-TZVPD)
N -2.167 -0.599 -0.721
C 2.695 -0.296 -0.097
C -2.532 -1.384 0.099
C -0.644 -0.796 -0.740
C 0.078 -0.091 0.424
C -0.368 1.367 0.551
C 1.522 -0.199 0.162
H -1.436 1.412 0.776
H 3.737 -0.377 -0.316
H -0.134 -0.613 1.369
H 0.185 1.876 1.344
H -0.354 -1.855 -0.775
H -0.189 1.893 -0.392
H -0.393 -0.338 -1.684
```


# C6H7N

C6H7N as an isolated structure (wB97M-V/def2-TZVPD, the Open Molecules 2025 dataset).

HOMO-LUMO gap = 8.970 eV
lowest unoccupied orbital energy = 0.9 eV
energy above the lowest of the compared OMol25 structures with the same formula, charge and spin = 579.7 kJ/mol

```
14
C6H7N (wB97M-V/def2-TZVPD)
N -0.406 -0.706 0.743
C 0.492 0.430 0.653
C 0.435 -2.173 -0.455
C -0.865 -1.398 -0.484
C 1.671 -0.185 0.875
C 0.061 1.748 0.141
C 1.039 -1.506 0.570
H 0.946 2.352 -0.161
H -0.778 1.328 -0.482
H -0.450 2.335 0.838
H -1.099 -0.804 -1.448
H 2.733 0.056 1.153
H -1.714 -1.974 -0.346
H 0.847 -2.922 -1.144
```


# C6H7N

One molecule with the formula C6H7N (wB97M-V/def2-TZVPD, the Open Molecules 2025 dataset).

HOMO-LUMO gap = 8.767 eV
lowest unoccupied orbital energy = 0.0 eV
energy above the lowest of the compared OMol25 structures with the same formula, charge and spin = 524.6 kJ/mol

```
14
C6H7N (wB97M-V/def2-TZVPD)
N -0.123 1.823 -3.342
C -0.066 -0.284 2.207
C -0.026 -0.945 0.845
C 0.026 0.014 -0.280
C -0.276 -0.161 -1.596
C -0.080 0.959 -2.430
C 0.738 2.177 -2.342
H -0.472 -1.137 -2.145
H -0.787 -1.647 0.808
H -0.984 0.303 2.343
H 0.977 -1.427 0.730
H -0.070 -1.031 2.874
H 0.426 0.877 0.048
H 0.716 0.479 2.280
```


# C6H7N

One molecule with the formula C6H7N (wB97M-V/def2-TZVPD, the Open Molecules 2025 dataset).

HOMO-LUMO gap = 8.933 eV
lowest unoccupied orbital energy = 1.0 eV
energy above the lowest of the compared OMol25 structures with the same formula, charge and spin = 560.2 kJ/mol

```
14
C6H7N (wB97M-V/def2-TZVPD)
N -0.447 -0.454 0.649
C -2.018 0.459 -0.255
C 0.634 1.337 0.084
C 2.316 -0.642 0.119
C 1.135 -0.059 0.133
C -0.800 0.851 0.207
C -1.635 -1.047 -0.043
H -1.307 -1.680 -0.955
H 3.124 -0.136 -0.314
H -2.809 0.927 -0.771
H -2.415 -1.629 0.645
H 2.430 -1.758 0.315
H 0.995 1.946 -0.854
H 0.797 1.884 1.039
```


# C6H7N

One molecule with the formula C6H7N (wB97M-V/def2-TZVPD, the Open Molecules 2025 dataset).

HOMO-LUMO gap = 9.610 eV
lowest unoccupied orbital energy = 1.0 eV
energy above the lowest of the compared OMol25 structures with the same formula, charge and spin = 571.7 kJ/mol

```
14
C6H7N (wB97M-V/def2-TZVPD)
N 0.981 0.133 0.911
C 0.014 -0.228 1.809
C -1.151 -0.547 0.982
C -1.061 0.296 -0.236
C 1.287 0.315 -1.505
C 0.428 0.142 -0.308
C 0.167 -1.381 0.674
H -2.158 -1.115 1.276
H -1.592 -0.145 -1.089
H 2.227 0.270 -1.062
H 0.985 -0.472 -2.179
H -1.425 1.409 -0.100
H 1.062 1.275 -2.024
H 0.236 0.047 2.852
```


# C6H7N2O2

A 2-piece molecular cluster, C6H7N2O2 overall (wB97M-V/def2-TZVPD, the Open Molecules 2025 dataset).

HOMO-LUMO gap = 7.860 eV
lowest unoccupied orbital energy = 3.6 eV
energy above the lowest of the compared OMol25 structures with the same formula, charge and spin = 242.9 kJ/mol
charge = -1

```
17
C6H7N2O2 (wB97M-V/def2-TZVPD)
O -2.494 1.012 -0.217
O -3.716 -0.261 -1.622
N -1.423 -0.102 -1.912
N -1.554 -0.756 -2.929
C 1.396 0.120 0.870
C 1.399 -1.089 3.143
C 0.851 1.265 0.108
C 1.690 0.220 -0.569
C 1.395 -0.507 1.979
C -2.701 0.256 -1.160
H 1.187 -0.465 -1.238
H 2.705 0.465 -0.857
H 1.282 2.242 0.294
H -2.575 -0.989 -3.112
H -0.219 1.267 -0.081
H 2.150 -0.887 3.890
H 0.626 -1.791 3.414
```


# C6H7N2O2

A 2-piece molecular cluster, C6H7N2O2 overall (wB97M-V/def2-TZVPD, the Open Molecules 2025 dataset).

HOMO-LUMO gap = 7.345 eV
lowest unoccupied orbital energy = -5.1 eV
energy above the lowest of the compared OMol25 structures with the same formula, charge and spin = 468.4 kJ/mol
charge = +1

```
17
C6H7N2O2 (wB97M-V/def2-TZVPD)
O 0.500 -0.410 0.664
O 1.837 1.031 -1.134
N -1.780 0.403 -1.102
N 2.683 1.176 1.089
C -0.963 -0.165 -1.898
C 0.450 -1.469 -0.339
C 2.049 0.887 0.016
C -0.816 -0.118 1.053
C -1.800 0.265 0.222
C -0.178 -1.389 -1.520
H 3.375 1.911 1.085
H -0.053 -2.111 -2.361
H 1.161 -2.299 -0.070
H 2.343 1.321 2.037
H -0.791 -0.295 2.177
H -2.818 0.434 0.565
H -0.869 0.361 -2.838
```


# C6H7N2O3S

C6H7N2O3S as an isolated structure (wB97M-V/def2-TZVPD, the Open Molecules 2025 dataset).

HOMO-LUMO gap (alpha / beta) = 6.312 / 7.105 eV
lowest unoccupied orbital energy (alpha / beta) = 2.6 / 2.6 eV
energy above the lowest of the compared OMol25 structures with the same formula, charge and spin = 520.2 kJ/mol
charge = -1

```
19
C6H7N2O3S (wB97M-V/def2-TZVPD)
S 1.384 -0.622 0.315
O 1.080 -0.677 1.726
O -2.427 -2.304 -0.464
O -0.202 -1.770 -0.584
N -2.550 2.026 0.050
N -1.214 2.140 -0.058
C 2.486 -1.810 -0.075
C -2.935 0.681 0.031
C -1.475 -1.524 -0.407
C -0.754 0.898 -0.273
C 2.444 1.024 -0.020
C -1.816 -0.009 -0.304
H -2.881 2.639 0.906
H 2.950 0.831 -0.960
H 3.050 1.063 0.906
H -3.911 0.314 -0.019
H 1.611 1.745 -0.029
H 2.404 -2.834 0.320
H 2.757 -1.810 -1.061
```


# C6H7N4

A 2-piece molecular cluster, C6H7N4 overall (wB97M-V/def2-TZVPD, the Open Molecules 2025 dataset).

HOMO-LUMO gap (alpha / beta) = 7.410 / 7.412 eV
lowest unoccupied orbital energy (alpha / beta) = -6.6 / -6.6 eV
energy above the lowest of the compared OMol25 structures with the same formula, charge and spin = 466.7 kJ/mol
charge = +1

```
17
C6H7N4 (wB97M-V/def2-TZVPD)
N -0.193 -0.230 -0.629
N 1.071 0.855 1.082
N 3.258 1.892 0.691
N -2.059 -0.910 1.156
C -1.053 -0.158 1.531
C -1.372 -0.741 -1.094
C 0.957 0.090 -1.458
C 0.016 0.114 0.644
C 2.215 1.440 0.779
C -2.276 -1.213 -0.122
H 1.204 0.652 2.770
H -1.133 0.093 2.509
H -3.198 -1.732 -0.544
H -1.429 -0.753 -2.098
H 0.686 0.011 -2.601
H 1.843 -0.469 -1.328
H 1.462 1.058 -1.287
```


# C6H7N6O2

A 2-piece molecular cluster, C6H7N6O2 overall (wB97M-V/def2-TZVPD, the Open Molecules 2025 dataset).

HOMO-LUMO gap (alpha / beta) = 8.162 / 6.822 eV
lowest unoccupied orbital energy (alpha / beta) = -3.6 / -7.0 eV
charge = +1
multiplicity = 3

```
21
C6H7N6O2 (wB97M-V/def2-TZVPD)
O 2.356 -1.530 1.991
O 0.926 -0.482 -1.570
N -0.723 -0.551 0.544
N -2.018 -1.584 -0.734
N -1.114 -1.784 0.053
N 1.137 0.758 1.373
N -1.492 1.677 0.028
N -2.257 -0.343 -0.952
C 0.938 -0.922 -2.718
C -1.496 0.436 -0.101
C -0.595 2.395 0.843
C 1.284 -1.557 1.441
C 0.462 -0.361 1.159
C 0.628 2.036 1.246
H 2.137 0.692 1.834
H 0.164 -0.706 -3.396
H -1.034 3.386 0.890
H -2.814 -0.015 -1.847
H 1.606 -1.838 -2.942
H 1.260 2.822 1.600
H 0.646 -2.530 1.257
```


# C6H7NO

C6H7NO as an isolated structure (wB97M-V/def2-TZVPD, the Open Molecules 2025 dataset).

HOMO-LUMO gap = 8.868 eV
lowest unoccupied orbital energy = 0.6 eV
energy above the lowest of the compared OMol25 structures with the same formula, charge and spin = 516.9 kJ/mol

```
15
C6H7NO (wB97M-V/def2-TZVPD)
O 0.970 -0.655 0.863
N -2.311 -0.537 -0.219
C 1.770 -0.168 -0.082
C -0.816 1.068 0.453
C 3.188 0.114 -0.244
C -2.197 0.815 0.078
C -0.293 -0.312 0.376
C -1.200 -1.205 0.095
H 0.082 1.880 1.037
H 0.966 0.284 -0.875
H -1.444 -2.372 -0.178
H -2.996 1.552 -0.250
H 4.093 -0.418 0.374
H 3.529 0.815 -1.067
H -3.342 -0.862 -0.362
```


# C6H7NO

C6H7NO as an isolated structure (wB97M-V/def2-TZVPD, the Open Molecules 2025 dataset).

HOMO-LUMO gap = 9.813 eV
lowest unoccupied orbital energy = 0.7 eV
energy above the lowest of the compared OMol25 structures with the same formula, charge and spin = 297.6 kJ/mol

```
15
C6H7NO (wB97M-V/def2-TZVPD)
O -2.850 -0.434 -0.090
N 0.627 1.252 0.466
C 0.497 -0.112 0.993
C -0.477 -0.445 -0.155
C 1.837 -0.317 -0.842
C 0.518 0.513 -0.818
C 1.749 -0.824 0.439
C -1.778 0.207 -0.030
H 0.118 1.121 -1.650
H 1.465 1.681 0.719
H 2.398 -1.527 0.925
H 0.113 -0.229 2.029
H 2.551 -0.337 -1.581
H -0.492 -1.414 -0.599
H -1.817 1.280 0.098
```


# C6H7NO

One molecule with the formula C6H7NO (wB97M-V/def2-TZVPD, the Open Molecules 2025 dataset).

HOMO-LUMO gap = 9.115 eV
lowest unoccupied orbital energy = 0.4 eV
energy above the lowest of the compared OMol25 structures with the same formula, charge and spin = 236.6 kJ/mol

```
15
C6H7NO (wB97M-V/def2-TZVPD)
O -0.816 1.890 0.827
N -1.483 0.108 -0.660
C 1.273 -1.174 -0.008
C -0.617 0.858 0.162
C 1.782 1.136 0.750
C -1.130 -1.232 -0.817
C 0.002 -1.784 -0.519
C 0.870 0.223 0.146
H 2.077 -1.400 -0.757
H -2.481 0.454 -0.841
H 2.871 1.029 0.979
H 0.144 -2.808 -0.964
H 1.584 -1.631 1.115
H -1.883 -1.782 -1.174
H 1.517 2.097 1.368
```


# C6H7NO

One molecule with the formula C6H7NO (wB97M-V/def2-TZVPD, the Open Molecules 2025 dataset).

HOMO-LUMO gap = 9.862 eV
lowest unoccupied orbital energy = 0.8 eV
energy above the lowest of the compared OMol25 structures with the same formula, charge and spin = 200.9 kJ/mol

```
15
C6H7NO (wB97M-V/def2-TZVPD)
O -0.585 -2.005 -1.375
N -1.753 0.373 -0.056
C 1.144 -1.638 0.316
C 0.632 0.661 0.764
C 1.503 -0.523 0.950
C -0.034 -1.337 -0.593
C -1.212 0.950 -1.200
C -0.298 0.132 -0.320
H -1.486 0.634 -2.135
H 1.387 -2.624 0.497
H -1.989 1.099 0.645
H 1.137 1.556 0.407
H 2.296 -0.361 1.639
H 0.330 1.045 1.723
H -1.071 2.037 -1.262
```


# C6H7NO

C6H7NO as an isolated structure (wB97M-V/def2-TZVPD, the Open Molecules 2025 dataset).

HOMO-LUMO gap = 5.542 eV
lowest unoccupied orbital energy = -2.0 eV
energy above the lowest of the compared OMol25 structures with the same formula, charge and spin = 2177.9 kJ/mol

```
15
C6H7NO (wB97M-V/def2-TZVPD)
O 1.864 -0.716 -0.349
N -1.707 0.657 0.316
C -0.623 0.014 1.607
C 1.253 -0.593 1.127
C 0.327 0.721 -0.524
C -0.810 0.653 -1.260
C 1.092 -0.050 -1.515
C 0.037 -0.343 0.386
H -0.485 -1.183 0.064
H 2.484 -0.011 1.413
H -2.489 -0.107 0.319
H -1.429 1.449 -1.946
H 0.332 -1.203 -1.613
H 1.111 1.588 -0.365
H -0.957 -0.876 2.341
```


# C6H7NO

One molecule with the formula C6H7NO (wB97M-V/def2-TZVPD, the Open Molecules 2025 dataset).

HOMO-LUMO gap = 8.982 eV
lowest unoccupied orbital energy = 0.3 eV
energy above the lowest of the compared OMol25 structures with the same formula, charge and spin = 224.8 kJ/mol

```
15
C6H7NO (wB97M-V/def2-TZVPD)
O 1.555 -1.167 0.785
N 1.049 1.560 -0.623
C 0.089 0.552 -0.155
C 0.747 1.643 0.747
C -1.803 -0.905 -0.220
C 0.480 -0.910 0.329
C -0.768 -1.728 0.006
C -1.301 0.449 -0.781
H -1.161 0.363 -1.896
H -2.035 1.251 -0.564
H -0.806 -2.844 -0.021
H -2.866 -1.149 -0.320
H 0.572 2.274 -1.179
H 1.524 1.348 1.377
H 0.327 2.573 1.131
```


# C6H7NO

C6H7NO as an isolated structure (wB97M-V/def2-TZVPD, the Open Molecules 2025 dataset).

HOMO-LUMO gap (alpha / beta) = 7.525 / 7.530 eV
lowest unoccupied orbital energy (alpha / beta) = -1.1 / -1.1 eV
energy above the lowest of the compared OMol25 structures with the same formula, charge and spin = 512.9 kJ/mol

```
15
C6H7NO (wB97M-V/def2-TZVPD)
O -0.612 -1.409 -1.068
N -1.022 1.498 -0.847
C -1.436 0.432 -0.291
C 1.019 0.213 -0.127
C -0.476 -1.354 1.345
C -0.399 -0.674 -0.020
C 2.194 0.224 0.191
C 0.255 1.593 -1.253
H 0.488 1.063 -2.176
H 3.225 0.250 0.447
H -1.483 -1.759 1.471
H 0.232 -2.182 1.374
H -2.488 0.227 -0.133
H 0.763 2.536 -1.074
H -0.260 -0.659 2.161
```


# C6H7NO

C6H7NO as an isolated structure (wB97M-V/def2-TZVPD, the Open Molecules 2025 dataset).

HOMO-LUMO gap = 9.940 eV
lowest unoccupied orbital energy = 0.8 eV
energy above the lowest of the compared OMol25 structures with the same formula, charge and spin = 608.6 kJ/mol

```
15
C6H7NO (wB97M-V/def2-TZVPD)
O -0.852 1.284 -2.442
N 0.883 0.967 0.576
C -1.168 -0.169 0.131
C 1.050 -0.453 -0.088
C -0.303 1.237 0.015
C -0.368 0.774 -1.491
C -0.137 -0.628 -0.874
C 0.883 -0.154 1.315
H 2.251 -0.900 -0.230
H 1.812 -0.344 1.670
H -0.852 2.038 0.310
H -2.106 -0.188 -0.526
H -1.090 -1.116 0.945
H 0.045 -0.653 1.968
H -0.048 -1.696 -1.278
```